Entry 1:
Computed, not measured: an isolated ion of composition C5H9N3O and charge +2, with the ωB97M-V functional and the def2-TZVPD basis.

Geometry as XYZ:
```
18
Properties=species:S:1:pos:R:3:forces:R:3:nbo_charge:R:1
C -0.90791 -1.80902 0.47253 -2.859 0.068 0.268 0.8590
C -1.95505 0.18643 -0.20910 0.257 -2.655 0.817 0.3100
C 0.25882 0.46559 0.57424 -1.248 -3.879 -1.233 0.6552
C 0.28804 -1.08878 0.40948 2.216 2.294 -0.388 -0.4679
C 0.70977 -1.14625 -1.08466 0.950 -2.934 0.597 -0.5547
N -0.90240 0.94236 0.12718 0.280 5.292 -0.137 -0.5906
N 1.33372 1.15691 0.66226 2.001 -0.167 1.630 -0.6723
N -3.05242 0.59541 -0.72623 -0.137 -0.444 -0.177 -0.6623
O -1.49026 -2.77210 0.58556 0.136 0.379 -0.101 -0.2419
H 1.06642 -1.61685 0.95087 0.074 0.158 0.546 0.3300
H 0.86992 -2.25738 -1.29526 0.654 1.738 -0.120 0.2832
H 1.50038 -0.43487 -1.11641 1.363 -0.454 -0.728 0.2395
H 0.01247 -0.81014 -1.77221 -1.857 0.658 -1.038 0.2430
H -0.86033 1.99472 -0.09357 -0.411 -1.634 0.417 0.4329
H 2.29574 0.73540 0.85858 -1.845 0.599 -0.152 0.4845
H 1.23960 2.13019 0.90998 0.305 0.611 -0.357 0.4593
H -3.70072 -0.15112 -0.92220 -0.371 -0.179 -0.088 0.4489
H -3.40783 1.49359 -1.03782 0.492 0.548 0.246 0.4442
```
Forces are in eV/Å.

Properties
LUMO level = -0.3398 hartree
Charge = +2
ΔE to the lowest compared entry with this formula, charge and spin = 25.4 kcal/mol

---

Entry 2:
Computed, not measured: one molecule with the formula C5H8S, with the ωB97M-V functional and the def2-TZVPD basis.

Geometry as XYZ:
```
14
Properties=species:S:1:pos:R:3:forces:R:3:nbo_charge:R:1
C -1.08417 0.91446 -1.60099 -4.012 1.449 0.082 -0.5959
C 0.18752 0.47106 -1.00764 -1.233 0.397 0.894 -0.3685
C 1.19360 1.32038 -0.30080 2.107 4.343 -1.191 -0.3850
C 1.24887 0.41194 0.90827 -1.528 0.539 -0.431 -0.4770
C -0.05785 -0.27042 0.29424 4.158 0.075 1.028 -0.0607
H -1.54673 0.12236 -2.21816 0.435 0.118 0.277 0.2242
H -1.92433 0.87488 -0.57464 2.144 1.177 -3.394 0.2090
H -1.08251 1.85946 -2.37243 -0.020 -1.934 2.538 0.2315
H 0.77738 -0.04139 -1.69539 0.665 -1.774 -1.200 0.2341
H 0.85112 2.33680 0.05997 -0.130 -1.021 -0.603 0.2081
H 2.11192 1.62463 -1.00490 -1.539 -1.046 1.824 0.2029
H 1.17788 0.95216 1.86271 0.025 -0.551 -0.183 0.2268
H 2.02555 -0.31190 0.88314 0.707 -0.652 0.273 0.2225
S -0.70738 -1.53135 0.95632 -1.780 -1.120 0.088 0.1280
```
Forces are in eV/Å.

Properties
LUMO level = -0.0063 hartree
SMILES = C[C@H]1CCC1=S
Charge = 0
ΔE to the lowest compared entry with this formula, charge and spin = 68.3 kcal/mol